No. 1
Below is a gas-phase ion, C3H4N3O2 (charge +1) in a non-equilibrium geometry, with properties calculated with ωB97M-V/def2-TZVPD.

Element x y z (Å)
N 0.9544 1.8340 0.2728
C 0.5173 0.4703 0.0866
N 1.2629 -0.6063 0.3391
C -0.8980 0.1438 -0.2663
O -1.7599 0.8366 -0.5040
N -0.9698 -1.1391 -0.3560
C -1.9114 -1.8111 -0.5283
O -2.7267 -2.4859 -0.9234
H 0.6006 2.7747 -0.0833
H 1.9130 1.9765 0.7410
H 0.8490 -1.5207 0.4619
H 2.1686 -0.4726 0.7600

Cartesian forces, eV/Å:
N 1.2191 -2.8146 0.3190
C 2.5941 4.1852 1.3438
N 0.3369 2.4629 0.6450
C 4.0539 -0.4733 0.3676
O -4.7556 5.9467 -0.9790
N 3.7935 -2.5480 1.5595
C -3.4873 -2.6090 -2.2052
O -1.5454 -1.2758 0.2584
H -0.3282 -2.4292 0.3108
H -2.0117 -0.5655 -1.1306
H -0.2465 0.1546 -0.3409
H 0.3772 -0.0339 -0.1486

Computed properties:
SMILES	NC(=[NH2+])C(=O)N=C=O
charge	+1
LUMO level	-0.2115	Eh

***

No. 2
Below is 7 unconnected molecules or ions with the total composition ClH12O6, with properties calculated with ωB97M-V/def2-TZVPD.

Element x y z (Å)
Cl 0.0000 0.1984 0.2154
O 0.6203 -1.7496 -2.2942
H 1.1480 -2.3845 -1.8098
H 0.6264 -0.9647 -1.7463
O -0.1721 1.1907 3.4809
H -0.2201 0.8001 2.6084
H -1.0288 1.0147 3.8701
O 2.8292 -1.6578 1.2865
H 3.6797 -1.2202 1.3228
H 2.2128 -0.9650 1.0490
O -1.9784 -2.3409 -0.3992
H -1.2815 -1.7212 -0.6151
H -2.7756 -1.8110 -0.3877
O -1.6812 0.6427 -2.9974
H -1.0106 0.0639 -3.3599
H -1.4636 0.7094 -2.0676
O 0.4243 3.5618 0.8569
H 0.1456 3.8776 -0.0027
H -0.0744 2.7556 0.9896

Cartesian forces, eV/Å:
Cl 0.0188 0.1645 -0.0494
O -0.0365 -0.3167 -0.8126
H 0.0707 -0.1028 0.2032
H -0.0012 0.5175 0.6779
O 0.0847 0.3160 0.5903
H 0.1182 -0.3377 -0.7795
H -0.1622 -0.0512 0.0484
O 0.3572 -0.4731 0.0862
H 0.1525 0.1031 0.0154
H -0.6879 0.3967 -0.1761
O -0.5027 -0.7315 0.0082
H 0.4636 0.4125 0.0697
H -0.0641 0.1731 0.0143
O -0.3737 0.2510 -0.4290
H 0.1901 -0.2748 0.0135
H 0.2616 -0.0327 0.5587
O 0.1600 0.6717 0.1877
H -0.0344 -0.0613 -0.2099
H -0.0147 -0.6243 -0.0170

Computed properties:
charge	-1
LUMO level	0.1344	Eh

***

No. 3
Below is 2 unconnected molecules or ions with the total composition C6H14N2 in a non-equilibrium geometry, with properties calculated with ωB97M-V/def2-TZVPD.

Element x y z (Å)
C -2.7622 0.2633 0.9694
C -1.1781 0.2820 1.1228
C -0.4509 -0.7719 0.2754
C -0.4755 -0.3160 -1.2427
C -1.9558 -0.1642 -1.5547
N 2.4777 -0.8970 -0.2679
C 2.8315 0.3161 0.1515
N 1.8214 1.1489 0.5683
H -3.3572 -0.2788 1.6759
H -2.5988 -0.1007 -0.1614
H -3.0302 1.2396 1.0550
H -0.8244 0.2839 2.2232
H -0.8783 1.1931 0.6582
H -1.0096 -1.6844 0.3952
H 0.5692 -0.7852 0.5896
H 0.1236 0.6255 -1.1742
H 0.1404 -1.0577 -1.7884
H 3.3100 -1.4457 -0.5032
H -2.1626 0.7171 -2.1497
H -2.3957 -1.0847 -1.9719
H 3.8211 0.7773 -0.0761
H 2.1443 2.1817 0.7942

Cartesian forces, eV/Å:
C 4.4127 -1.3142 0.2167
C -0.7305 -0.4762 1.1652
C -1.2503 0.4547 0.7716
C -1.0780 1.3075 1.9877
C 3.3795 -1.3487 -2.0816
N 1.2507 0.1700 0.5939
C -2.4670 1.6122 -0.9563
N 1.9014 1.4664 0.2724
H -0.2922 -1.3195 -0.4385
H -1.2548 0.1016 -0.3010
H -1.2826 2.8298 -0.6302
H -0.6500 -0.1911 -1.7525
H 0.3992 1.0666 0.2874
H 0.2386 -0.9361 0.0232
H 0.6575 -0.5497 -0.1441
H -0.6621 -0.4820 -0.4972
H -0.6257 -0.1039 0.0863
H -0.2300 0.3355 -0.1624
H -0.9092 0.4615 0.7675
H -0.3911 0.4095 0.8760
H -0.1623 -0.6051 0.5883
H -0.2537 -2.8889 -0.6723

Computed properties:
LUMO level	-0.1097	Eh